The following is a quantum chemistry calculation of 13 unconnected molecules or ions with the total composition C59H78IN14, from the Open Molecules 2025 dataset.

```
152
Properties=species:S:1:pos:R:3
C 0.791 -1.615 -0.253
C 1.436 -0.248 0.041
C 2.971 -0.230 0.019
N 3.653 0.210 1.248
C 3.707 -0.704 2.300
C 2.670 -1.433 2.868
C 2.939 -2.304 3.918
C 4.232 -2.466 4.445
C 4.497 -3.429 5.575
I 6.126 -2.779 6.824
C 3.286 -3.718 6.457
C 2.603 -2.507 7.104
C 5.230 -1.720 3.843
N 4.944 -0.894 2.818
H 0.264 -1.553 -1.202
H 0.050 -1.887 0.497
H 1.521 -2.422 -0.293
H 1.078 0.477 -0.687
H 1.104 0.123 1.013
H 3.313 0.462 -0.749
H 3.373 -1.206 -0.252
H 3.320 1.118 1.551
H 1.659 -1.318 2.507
H 2.113 -2.857 4.343
H 4.849 -4.370 5.154
H 2.571 -4.318 5.889
H 3.643 -4.377 7.248
H 3.276 -1.651 7.148
H 2.282 -2.733 8.118
H 1.730 -2.183 6.539
H 6.259 -1.760 4.166
H 5.687 -0.360 2.383
N 4.790 -7.932 5.180
C 5.480 -8.040 4.002
C 4.875 -7.230 3.079
C 3.772 -6.609 3.725
C 3.749 -7.061 5.020
H 5.014 -8.417 6.029
H 6.340 -8.683 3.916
H 5.188 -7.104 2.057
H 3.070 -5.917 3.287
H 3.081 -6.840 5.835
N -1.738 -2.985 4.451
C -1.735 -2.436 3.201
C -1.000 -1.280 3.252
C -0.542 -1.132 4.592
C -1.017 -2.200 5.308
H -2.218 -3.828 4.708
H -2.267 -2.899 2.388
H -0.835 -0.603 2.430
H 0.048 -0.320 4.986
H -0.915 -2.457 6.348
N -2.687 -2.431 -4.151
C -2.506 -1.727 -5.313
C -1.582 -0.742 -5.076
C -1.188 -0.863 -3.716
C -1.883 -1.910 -3.180
H -3.314 -3.205 -4.032
H -3.053 -1.975 -6.204
H -1.237 -0.016 -5.792
H -0.483 -0.248 -3.181
H -1.878 -2.303 -2.178
N 8.661 -6.735 3.370
C 9.698 -7.433 2.816
C 9.936 -6.912 1.573
C 9.005 -5.857 1.370
C 8.232 -5.774 2.497
H 8.267 -6.902 4.277
H 10.177 -8.237 3.348
H 10.692 -7.249 0.884
H 8.915 -5.235 0.495
H 7.414 -5.121 2.750
N 4.045 -3.054 10.924
C 4.844 -2.344 11.779
C 4.082 -1.979 12.855
C 2.772 -2.490 12.643
C 2.781 -3.149 11.443
H 4.340 -3.444 10.049
H 5.880 -2.160 11.552
H 4.424 -1.412 13.704
H 1.924 -2.388 13.298
H 2.001 -3.678 10.922
N -3.478 -3.165 -9.035
C -3.880 -3.663 -10.246
C -3.164 -3.024 -11.221
C -2.294 -2.106 -10.570
C -2.513 -2.214 -9.223
H -3.843 -3.457 -8.149
H -4.637 -4.425 -10.311
H -3.252 -3.194 -12.280
H -1.584 -1.443 -11.038
H -2.061 -1.697 -8.393
N -3.507 0.764 -12.228
C -2.878 0.570 -13.426
C -3.308 1.543 -14.288
C -4.235 2.356 -13.580
C -4.335 1.848 -12.312
H -3.381 0.187 -11.414
H -2.183 -0.240 -13.565
H -2.996 1.660 -15.312
H -4.767 3.212 -13.959
H -4.924 2.165 -11.468
N -2.364 2.421 -1.766
C -2.985 3.392 -1.026
C -4.287 3.012 -0.847
C -4.454 1.756 -1.493
C -3.250 1.416 -2.051
H -1.398 2.435 -2.037
H -2.451 4.261 -0.686
H -5.033 3.564 -0.298
H -5.354 1.165 -1.532
H -2.938 0.545 -2.601
N 1.294 3.542 -2.920
C 0.815 4.527 -2.098
C 1.573 4.527 -0.957
C 2.551 3.505 -1.100
C 2.352 2.916 -2.320
H 0.939 3.329 -3.835
H -0.009 5.152 -2.401
H 1.454 5.196 -0.122
H 3.327 3.250 -0.397
H 2.881 2.122 -2.821
N -4.776 7.810 -1.840
C -4.030 6.748 -1.420
C -3.060 7.233 -0.580
C -3.242 8.640 -0.481
C -4.311 8.964 -1.270
H -5.555 7.751 -2.471
H -4.232 5.747 -1.763
H -2.290 6.646 -0.104
H -2.652 9.333 0.096
H -4.776 9.913 -1.474
N -2.679 5.177 2.376
C -3.377 4.685 3.444
C -2.716 3.579 3.906
C -1.575 3.395 3.079
C -1.579 4.397 2.145
H -2.950 5.982 1.839
H -4.280 5.161 3.783
H -3.019 2.968 4.740
H -0.837 2.614 3.158
H -0.899 4.608 1.341
N -8.044 8.655 -4.096
C -8.610 9.628 -3.314
C -9.909 9.269 -3.080
C -10.136 8.033 -3.747
C -8.968 7.680 -4.365
H -7.102 8.665 -4.439
H -8.045 10.487 -2.996
H -10.620 9.829 -2.498
H -11.054 7.471 -3.770
H -8.717 6.826 -4.970
```

Properties
Relative energy (zero: lowest compared OMol25 entry of this formula, charge and spin): 0.0 kcal/mol
Net charge: +1
E_HOMO: -9.02 eV
Calculated total energy: -3358.946895 a.u.